A single C4H6F2 molecule, computed with the ωB97M-V functional and the def2-TZVPD basis.

Cartesian coordinates (Å):
C -1.74062 -0.47083 -0.09736
C -0.36976 -0.63802 0.13302
C 0.42144 0.49834 0.15307
F -0.02556 1.76694 -0.02261
C 1.89093 0.48563 0.00495
F 2.08938 -0.91603 -0.07062
H -2.41292 -0.44783 0.92153
H -2.10769 0.46137 -0.34952
H -2.22350 -1.05652 -0.71604
H -0.09645 -1.53753 0.09163
H 2.42176 0.69900 0.91607
H 2.15299 1.15547 -0.96411

Computed properties:
- molar mass (g mol⁻¹) = 92.09
- HOMO energy (eV) = -9.028
- 2S+1 = 1
- strongest force on any atom (hartree/bohr) = 0.1938
- total energy (hartree) = -355.6308
- LUMO (Ha) = 0.03679
- structure (SMILES) = C/C=C(\F)CF
- total charge = 0
- HOMO-LUMO gap (eV) = 10.03